C22H27AsMnN3O6S3 as an isolated structure in a non-equilibrium geometry. Source: the OMol25 dataset; level of theory: wB97M-V/def2-TZVPD.

Element x y z (Å)
Mn1 1.15885 -0.47217 0.35037
O1 4.14975 -2.43522 2.84185
C1 3.16966 -1.89306 2.27336
O2 3.09861 -1.52607 1.06462
C2 1.97213 -1.67698 3.07943
C3 1.78069 -2.08662 4.42397
C4 0.58590 -1.67909 5.11236
C5 -0.36836 -0.97936 4.41312
C6 -0.08755 -0.54104 3.10564
N1 1.01510 -0.94428 2.47703
C7 -1.00291 0.39551 2.32083
O3 -1.90525 0.85254 2.97166
O4 -0.68527 0.61346 1.11983
H1 2.64902 -2.50947 4.88595
H2 0.50670 -1.87866 6.19743
H3 -1.38371 -0.63144 4.72934
O5 1.69464 3.66758 -3.40304
C8 1.06164 2.74779 -4.09394
C9 0.58221 3.10999 -5.37800
C10 -0.08141 2.18368 -6.21840
C11 -0.35572 0.92407 -5.74752
C12 0.10283 0.52377 -4.49055
C13 0.76668 1.41251 -3.61144
C14 1.01945 1.05181 -2.20326
O6 0.55305 -0.06453 -1.73397
N2 1.61105 1.99458 -1.51603
N3 1.71040 1.74720 -0.10425
C15 1.54250 2.82594 0.56592
S1 1.13119 4.42381 0.01261
C16 0.86050 5.18300 1.58073
C17 1.69206 4.40032 2.67460
S2 1.59007 2.68902 2.33164
H4 1.86845 3.24571 -2.46393
H5 0.73942 4.01146 -5.82399
H6 -0.49614 2.51867 -7.17405
H7 -0.85106 0.18953 -6.33646
H8 -0.14954 -0.46254 -4.17523
H9 -0.16853 5.13588 1.86506
H10 1.26717 6.21775 1.46534
H11 1.30565 4.60335 3.63910
H12 2.71528 4.76917 2.69148
C18 -4.38116 -2.60619 0.03778
As1 -2.81403 -1.48661 0.35183
C19 -2.25853 -1.31588 -1.47656
C20 -3.92861 0.09029 0.59532
H13 -5.07841 -2.37714 -0.74870
H14 -4.85043 -2.59702 1.03781
H15 -4.07469 -3.65805 -0.21758
H16 -3.13064 -1.29663 -2.12460
H17 -1.61986 -2.15282 -1.74754
H18 -1.70553 -0.41405 -1.44452
H19 -4.64434 0.09329 -0.22497
H20 -3.31295 0.94219 0.63324
H21 -4.55591 0.08290 1.49604
C21 0.35960 -4.12246 1.05363
S3 0.29884 -3.10331 -0.39066
C22 1.87082 -3.64452 -1.07210
H22 1.24902 -3.92688 1.63927
H23 0.27268 -5.18889 0.78286
H24 -0.43996 -3.86929 1.72222
H25 1.64031 -4.51656 -1.67851
H26 2.56520 -3.73601 -0.21428
H27 2.17337 -2.85392 -1.72920

Forces on atoms 1 to 3 (eV/Å):
Mn -0.1 0.3 -0.1
O -1.1 0.6 -0.6
C 2.7 -1.3 -0.1

Properties
electronic energy: -6051.7507 a.u.
total charge: -1
HOMO energy (alpha / beta): -5.56 / -5.56 eV
spin multiplicity: 6



C22H27BFeO4 as an isolated structure in a non-equilibrium geometry. Source: the OMol25 dataset; level of theory: wB97M-V/def2-TZVPD.

Element x y z (Å)
C1 -4.01884 -2.39751 2.71427
C2 -2.65689 -2.67350 3.11281
C3 -2.06355 -3.64736 3.88206
C4 -0.68473 -3.28588 3.92773
C5 -0.47304 -2.11215 3.19799
B1 1.40810 -0.74924 3.68968
O1 0.22917 0.02697 3.90198
C6 0.14032 0.82475 2.64023
C7 1.47571 0.60511 1.85977
C8 1.30097 1.33193 0.58028
C9 1.87626 -0.87582 1.45617
O2 1.51511 -1.73553 2.61900
C10 2.66388 0.91598 2.84552
O3 2.60161 -0.18410 4.05407
O4 -1.66412 -1.70884 2.76613
H1 -4.78770 -2.86784 3.37162
H2 -4.17406 -1.31374 2.66727
H3 -4.33882 -2.66968 1.68617
H4 -2.52489 -4.54491 4.34997
H5 0.02983 -4.00544 4.38642
H6 -0.91908 0.62542 2.29833
H7 0.11369 1.93652 2.76997
H8 2.15815 1.06843 -0.03463
H9 -0.29911 -0.50117 0.34510
H10 1.23224 2.43574 0.58114
H11 1.34773 -1.23071 0.55205
H12 3.01242 -0.91859 1.35724
H13 3.69787 0.72256 2.53723
H14 2.49119 1.90004 3.32192
C11 -0.95747 1.89694 -0.13158
C12 -0.00678 0.68752 -0.03070
C13 0.42988 0.35190 -1.49134
C14 0.18105 -0.83361 -2.24639
C15 1.13563 -0.92380 -3.35961
C16 2.05279 0.15092 -3.24793
C17 1.61533 0.97553 -2.15699
Fe1 0.13005 0.80781 -3.42272
C18 -0.55063 2.64472 -3.85248
C19 -1.58587 1.62087 -4.04180
C20 -1.09316 0.63920 -4.97811
C21 0.26375 1.01681 -5.36250
C22 0.62206 2.25569 -4.65688
H15 -1.14665 2.40327 0.80862
H16 -0.57818 2.66946 -0.83267
H17 -1.89138 1.52379 -0.54679
H18 -0.56367 0.00269 0.83594
H19 -0.63535 -1.51813 -2.05362
H20 1.23583 -1.81882 -3.96782
H21 2.98912 0.25181 -3.77918
H22 2.12412 1.85840 -1.77977
H23 -0.67881 3.59705 -3.30814
H24 -2.60815 1.73727 -3.68144
H25 -1.66627 -0.19211 -5.41916
H26 0.91531 0.44247 -6.03353
H27 1.57805 2.78090 -4.70092

Forces on atoms 1 to 3 (eV/Å):
C -1.8 0.4 -0.6
C 0.4 0.4 -0.4
C 1.9 -0.2 0.5

Properties
electronic energy: -2443.3713 a.u.
total charge: 0
HOMO energy (alpha / beta): -3.87 / -5.17 eV
spin multiplicity: 5



One molecule with the formula C22H27Br2NO7. Source: the OMol25 dataset; level of theory: wB97M-V/def2-TZVPD.

Element x y z (Å)
C1 4.86754 0.74577 -1.79591
C2 3.35655 0.76499 -1.64364
C3 2.62704 1.21120 -2.92090
C4 1.62949 0.21607 -3.47085
O1 0.35028 0.22761 -2.80151
C5 0.31012 -0.50774 -1.64749
C6 0.34442 -1.90899 -1.72953
O2 0.42067 -2.50265 -2.96416
C7 0.29216 -2.71916 -0.58995
C8 0.35016 -4.21315 -0.74016
Br1 1.89898 -4.95364 0.20745
C9 -0.93724 -4.93908 -0.32484
C10 -2.19245 -4.10056 -0.50953
Br2 -1.06110 -6.58919 -1.36076
C11 0.18859 -2.10835 0.67095
O3 0.04108 -2.86687 1.78870
C12 0.11052 -0.71326 0.75409
C13 0.15450 0.09020 -0.39588
C14 0.02024 1.56584 -0.22130
O4 0.49219 2.36309 -0.98574
C15 -0.73890 2.01216 0.96218
C16 -1.41480 3.35256 0.83282
O5 -2.78923 3.29855 1.23131
C17 -3.66902 3.13854 0.20398
C18 -4.45067 1.86444 0.22470
O6 -3.82356 3.96766 -0.63286
C19 -0.75406 1.26815 2.07374
C20 -1.38742 1.63474 3.36940
C21 -0.39270 2.35601 4.35577
N1 0.87463 2.81521 3.82031
C22 -0.02024 -0.03221 2.06656
O7 0.45241 -0.43892 3.09817
H1 5.33910 0.44463 -0.86369
H2 5.18195 0.05052 -2.57101
H3 5.25728 1.73304 -2.03881
H4 3.07686 1.40963 -0.81230
H5 3.04029 -0.23992 -1.36040
H6 3.38228 1.33216 -3.70024
H7 2.16923 2.18455 -2.79834
H8 2.07944 -0.77496 -3.47353
H9 1.41496 0.47125 -4.50489
H10 -0.06111 -1.93475 -3.58058
H11 0.55230 -4.43707 -1.77605
H12 -0.84762 -5.20737 0.71972
H13 -3.04817 -4.74507 -0.67464
H14 -2.11710 -3.42319 -1.35380
H15 -2.38055 -3.53189 0.39640
H16 0.84122 -3.38098 1.96003
H17 -1.35918 3.66558 -0.20733
H18 -0.91806 4.13616 1.39584
H19 -4.53936 1.50715 -0.79404
H20 -5.45616 2.07474 0.58085
H21 -4.02087 1.12242 0.88843
H22 -1.65730 0.70008 3.85500
H23 -2.30360 2.19189 3.22680
H24 -0.15036 1.64850 5.13759
H25 -0.89997 3.21458 4.78517
H26 1.49837 2.05286 3.60571
H27 0.77593 3.43648 3.03299

Forces on atoms 1 to 3 (eV/Å):
C 0.1 0.2 0.2
C -0.1 0.0 0.0
C 0.4 -0.1 0.1

Properties
structure (SMILES): CCCCOc1c(O)c([C@@H](Br)[C@@H](C)Br)c(O)c2c1C(=O)C(COC(C)=O)=C(CCN)C2=O
electronic energy: -6583.9694 a.u.
total charge: 0
HOMO energy: -9.27 eV